Computed, not measured: C4H4F3N2P in the gas phase in a non-equilibrium geometry, with ωB97M-V/def2-TZVPD.

```
14
Properties=species:S:1:pos:R:3:nbo_charge:R:1
C -0.11401 -0.43051 0.06241 -0.371
C 0.50559 -1.64427 -0.08699 0.050
C 0.40341 0.87779 -0.19761 0.051
C -0.65872 1.92491 0.32960 0.945
N 1.49374 1.44019 -0.58157 -0.749
N -0.24791 -2.77726 0.06902 -0.787
F -0.26480 3.17572 0.20248 -0.311
F -1.86210 1.63771 -0.24505 -0.332
F -0.83191 1.79389 1.64882 -0.329
P 2.30577 2.66518 -0.97774 0.627
H -1.20068 -0.31521 0.31759 0.234
H -1.25858 -2.83684 -0.11035 0.387
H 0.15899 -3.60165 -0.22806 0.372
H 1.57120 -1.90966 -0.20256 0.212
```

Total charge: 0
Calculated total energy in eV: -24631.793
Kohn-Sham gap (spin up / spin down) in hartree: 0.2238 / 0.2238
Largest force on an atom in Eh/bohr: 0.047
Relative energy (zero: lowest compared OMol25 entry of this formula, charge and spin) in kcal/mol: 4.5



Computed, not measured: a gas-phase ion, C4H4F4NO4S (charge -1) in a non-equilibrium geometry, with ωB97M-V/def2-TZVPD.

```
18
Properties=species:S:1:pos:R:3:nbo_charge:R:1
C 0.04731 1.98453 -1.54474 -0.435
N -0.53880 0.73603 -0.92074 -0.655
C -0.09160 0.54468 0.51571 0.252
F 0.67573 1.74983 1.00779 -0.340
C -1.43223 0.38997 1.44609 0.652
O -2.13734 -0.72501 1.65556 -0.684
O -1.93830 1.65054 2.08156 -0.767
S 1.10748 -0.89514 0.60420 1.834
O 1.71374 -1.03259 2.02319 -0.835
O 2.28213 -0.53610 -0.38746 -0.883
C 0.42009 -2.53489 0.01206 0.776
F -0.22412 -2.44004 -1.32061 -0.312
F 1.60014 -3.46919 -0.12027 -0.331
F -0.44153 -3.12919 1.07268 -0.301
H -0.26575 2.99035 -1.02370 0.203
H -0.39524 2.04871 -2.65150 0.196
H 1.21212 1.87410 -1.51624 0.231
H -1.59383 0.79342 -0.93359 0.399
```

Total charge: -1
Calculated total energy in eV: -35593.336
Kohn-Sham gap in hartree: 0.2821
Largest force on an atom in Eh/bohr: 0.181
SMILES: CN[C@@](F)(C(=O)[O-])S(=O)(=O)C(F)(F)F



Computed, not measured: C4H4F5OP in the gas phase in a non-equilibrium geometry, with ωB97M-V/def2-TZVPD.

```
15
Properties=species:S:1:pos:R:3:nbo_charge:R:1
F -0.36569 1.30521 -1.60167 -0.295
C 0.31628 0.21265 -1.34298 0.641
F 1.63365 0.41148 -1.76130 -0.347
P -0.22732 -1.51944 -1.59174 0.448
O 0.30259 -1.84818 0.28690 -0.655
C 0.95735 -0.98063 0.91086 0.359
C 0.57227 0.38972 1.04030 -0.489
C -0.73150 0.98735 1.37523 0.959
F -1.75363 0.37555 0.59904 -0.368
F -0.85421 2.25432 1.13135 -0.300
F -1.09464 0.88197 2.66255 -0.318
H -1.44756 -1.40488 -1.04791 -0.004
H -0.69830 -0.96902 -2.98463 -0.045
H 2.04248 -1.28531 1.14022 0.166
H 1.34820 1.18921 1.18380 0.250
```

Total charge: 0
Calculated total energy in eV: -29132.106
Kohn-Sham gap (spin up / spin down) in hartree: 0.2895 / 0.2894
Largest force on an atom in Eh/bohr: 0.064
Relative energy (zero: lowest compared OMol25 entry of this formula, charge and spin) in kcal/mol: 78.5
SMILES: FC(F)=[PH2]O/C=C\C(F)(F)F



Computed, not measured: C4H4FN3O2 in the gas phase in a non-equilibrium geometry, with ωB97M-V/def2-TZVPD.

```
14
Properties=species:S:1:pos:R:3:nbo_charge:R:1
C -1.07928 0.56758 0.19219 0.499
C 0.69231 -0.14604 1.86606 0.745
C -0.58546 0.27617 -1.08144 0.429
C 0.38726 -0.73561 -1.60992 -0.681
N 1.36810 1.07079 1.23555 -0.156
N 1.15612 1.73174 0.32177 0.035
N -0.49481 -0.31133 1.29236 -0.662
O -2.00468 1.27192 0.50277 -0.517
O 1.16695 -0.80253 2.75495 -0.523
F -1.24957 0.90383 -2.09889 -0.307
H -0.16613 -1.68975 -1.84254 0.240
H 1.18126 -1.01004 -0.97331 0.235
H 0.69765 -0.35818 -2.48103 0.238
H -1.06973 -0.76855 1.92148 0.424
```

Total charge: 0
Calculated total energy in eV: -15492.027
Kohn-Sham gap (spin up / spin down) in hartree: 0.2474 / 0.3292
Largest force on an atom in Eh/bohr: 0.085
Relative energy (zero: lowest compared OMol25 entry of this formula, charge and spin) in kcal/mol: 76.1



Computed, not measured: 2 unconnected molecules or ions with the total composition C4H4FNO2 in a non-equilibrium geometry, with ωB97M-V/def2-TZVPD.

```
12
Properties=species:S:1:pos:R:3:nbo_charge:R:1
C 1.40004 1.57499 0.16090 -0.678
C 0.42881 0.52210 0.06071 0.515
C -1.11676 -0.87967 0.27212 0.275
C -0.61268 -1.03000 -0.98759 0.496
H 1.23464 2.19134 -0.77383 0.243
H 2.28278 0.94463 0.13697 0.239
H 1.40244 2.34509 1.09273 0.255
H -1.89578 -2.75733 1.26566 0.490
N -0.45833 0.17726 0.87269 -0.450
O -1.86997 -1.44102 1.20984 -0.643
O 0.29502 0.00794 -1.25859 -0.451
F -1.09021 -1.65535 -2.05162 -0.291
```

Total charge: 0
Calculated total energy in eV: -12511.517
Kohn-Sham gap in hartree: 0.3021
Largest force on an atom in Eh/bohr: 0.147
Relative energy (zero: lowest compared OMol25 entry of this formula, charge and spin) in kcal/mol: 68.3



Computed, not measured: C4H4FNS2 in the gas phase in a non-equilibrium geometry, with ωB97M-V/def2-TZVPD.

```
12
Properties=species:S:1:pos:R:3:nbo_charge:R:1
F 0.02929 0.20912 -1.82590 -0.349
C 0.73199 0.32767 -0.64712 0.141
C 1.03618 1.77275 -0.35517 -0.571
S -0.09760 2.22309 1.03156 0.400
N -0.51869 0.55908 1.37898 -0.453
C -0.12027 -0.22820 0.45903 0.130
C -0.50389 -1.72105 0.59319 -0.325
S -0.34655 -2.76915 -0.59503 0.129
H 1.66015 -0.26529 -0.81236 0.197
H 2.03194 1.90587 -0.05763 0.228
H 0.87852 2.37962 -1.20385 0.251
H -0.96107 -1.98572 1.57003 0.223
```

Total charge: 0
Calculated total energy in eV: -30089.386
Kohn-Sham gap in hartree: 0.2968
Largest force on an atom in Eh/bohr: 0.040
Relative energy (zero: lowest compared OMol25 entry of this formula, charge and spin) in kcal/mol: 23.8
SMILES: F[C@H]1CSN=C1C=S



Computed, not measured: a molecular structure, C4H4HgLiO5 in a non-equilibrium geometry, with ωB97M-V/def2-TZVPD.

```
15
Properties=species:S:1:pos:R:3:lowdin_spin:R:1
O -0.53656 -0.82199 0.27844 0.018
C -1.46214 -0.43424 1.12909 0.005
C 0.84474 -0.69319 0.72907 0.038
O -2.65937 -0.43871 0.86614 0.001
O -0.83846 0.13693 2.16337 0.003
C 0.55620 0.18746 1.95442 0.004
H 1.45831 -0.77901 -0.16490 0.021
H 1.55075 -1.38315 1.20195 0.001
H 0.91373 1.20364 1.78697 0.002
H 1.05842 -0.21800 2.83339 0.000
O 1.74611 0.67626 -2.59852 0.200
C 0.68794 0.30433 -2.37653 0.372
O -0.53849 0.17080 -2.81929 0.214
Li -2.93087 0.03034 -1.01807 0.005
Hg 0.14970 2.05852 -3.96554 0.115
```

Spin multiplicity: 2
Total charge: 0
Calculated total energy in eV: -18826.039
Kohn-Sham gap (spin up / spin down) in hartree: 0.1350 / 0.2036
Largest force on an atom in Eh/bohr: 0.179
Relative energy (zero: lowest compared OMol25 entry of this formula, charge and spin) in kcal/mol: 92.3



Computed, not measured: a molecular structure, C4H4I2 in a non-equilibrium geometry, with ωB97M-V/def2-TZVPD.

```
10
Properties=species:S:1:pos:R:3:nbo_charge:R:1
C 0.20879 0.23416 0.04100 -0.143
C 1.49374 0.39785 -0.04700 -0.219
C -0.83751 -0.80673 0.00559 -0.436
C -1.20745 0.62966 0.10325 -0.410
I 2.81182 1.93609 0.13208 0.275
I 2.84331 -1.65505 -0.13186 -0.031
H -0.78388 -1.36570 -0.93402 0.232
H -1.27363 -1.54838 0.65964 0.248
H -1.77615 1.05491 1.03772 0.252
H -1.47904 1.12320 -0.86640 0.232
```

Total charge: 0
Calculated total energy in eV: -20410.669
Kohn-Sham gap in hartree: 0.3043
Largest force on an atom in Eh/bohr: 0.054
Relative energy (zero: lowest compared OMol25 entry of this formula, charge and spin) in kcal/mol: 40.4



Computed, not measured: a gas-phase ion, C4H4IO2 (charge -1) in a non-equilibrium geometry, with ωB97M-V/def2-TZVPD.

```
11
Properties=species:S:1:pos:R:3:nbo_charge:R:1
O 1.05017 1.87639 1.47789 -0.729
C 0.81630 0.71976 1.30898 0.719
O 0.93042 -0.23727 2.08591 -0.762
C 0.25567 0.35789 -0.10231 -0.115
I 1.05019 1.70760 -1.76272 -0.057
C -1.18714 -0.11480 -0.36805 -0.455
C 0.05905 -1.07683 -0.52999 -0.474
H -1.72201 0.25990 -1.21227 0.206
H -1.73542 -0.23310 0.49246 0.213
H -0.15679 -1.91681 0.13991 0.237
H 0.63957 -1.34273 -1.52981 0.216
```

Total charge: -1
Calculated total energy in eV: -16408.535
Kohn-Sham gap in hartree: 0.2709
Largest force on an atom in Eh/bohr: 0.081
Relative energy (zero: lowest compared OMol25 entry of this formula, charge and spin) in kcal/mol: 14.0
SMILES: O=C([O-])C1(I)CC1



Computed, not measured: a molecular structure, C4H4KLiO in a non-equilibrium geometry, with ωB97M-V/def2-TZVPD.

```
11
Properties=species:S:1:pos:R:3:nbo_charge:R:1
C 0.48216 2.44838 1.58200 -0.600
C 0.86334 3.56849 2.00739 -0.298
O -0.09784 -1.34768 -0.55268 -0.835
C 0.07731 -0.08128 0.47252 -0.048
C -0.22244 0.07279 -0.94696 -0.129
H 1.10586 -0.15651 0.83625 0.236
H -0.74882 -0.16246 1.18361 0.220
H 0.58090 0.43684 -1.59464 0.207
H -1.23407 0.39481 -1.20515 0.198
Li 1.46200 -2.24422 -1.16198 0.381
K -2.26840 -2.92915 -0.62036 0.668
```

Total charge: 0
Calculated total energy in eV: -22780.438
Kohn-Sham gap (spin up / spin down) in hartree: 0.1297 / 0.2137
Largest force on an atom in Eh/bohr: 0.022



Computed, not measured: a molecular structure, C4H4KMgO2 in a non-equilibrium geometry, with ωB97M-V/def2-TZVPD.

```
12
Properties=species:S:1:pos:R:3:lowdin_spin:R:1
O 1.52868 1.78439 -0.56134 0.124
C 0.40162 1.28253 -0.18568 0.482
C -0.16554 1.48415 1.04821 0.068
H 2.01240 1.23287 -1.19690 0.008
H -1.25812 1.40280 1.09377 0.002
H 0.33036 2.18820 1.72992 0.016
C -0.33848 -0.55438 -1.61884 -0.022
C -0.34113 -1.48226 -0.77158 0.237
O -0.33591 -1.85672 0.45872 0.080
Mg 0.14035 -0.57081 1.88362 0.009
H -0.19028 -0.30002 -2.65687 -0.008
K -1.78394 -4.61074 0.77696 0.004
```

Spin multiplicity: 2
Total charge: +2
Calculated total energy in eV: -30058.071
Kohn-Sham gap (spin up / spin down) in hartree: 0.2201 / 0.2526
Largest force on an atom in Eh/bohr: 0.045



Computed, not measured: a molecular structure, C4H4LiMgO5 in a non-equilibrium geometry, with ωB97M-V/def2-TZVPD.

```
15
Properties=species:S:1:pos:R:3:lowdin_spin:R:1
O 0.19275 -1.04420 1.06984 0.131
C 0.32864 0.23266 1.42741 0.018
C 0.83495 -1.84903 1.99181 0.655
O -0.03934 1.16530 0.75009 0.015
O 0.97474 0.35072 2.56257 0.004
C 1.42994 -0.94068 3.01561 0.093
Li -0.72126 1.55484 -0.93770 0.000
H -1.13072 -0.44248 -3.34744 0.000
H 1.19274 -2.81046 1.63499 0.034
H 1.06042 -1.10283 4.03744 0.025
C -1.39895 0.59792 -3.61598 0.000
O -1.30210 1.52436 -2.73858 0.000
O -1.88334 0.88187 -4.73022 0.000
Mg -2.06929 2.82266 -4.14598 0.000
H 2.53081 -0.94063 3.02615 0.024
```

Spin multiplicity: 2
Total charge: +2
Calculated total energy in eV: -20084.759
Kohn-Sham gap (spin up / spin down) in hartree: 0.1124 / 0.2561
Largest force on an atom in Eh/bohr: 0.026
Relative energy (zero: lowest compared OMol25 entry of this formula, charge and spin) in kcal/mol: 0.0